1.
This record from OMol25 describes a cluster of 2 separate species, C20H27N5O5 in total. The level of theory is ωB97M-V/def2-TZVPD.

The relative energy (zero: lowest compared OMol25 entry of this formula, charge and spin) is 0.00 kJ/mol. The calculated total energy comes out at -38866.905 eV. The structure (SMILES) is CNC(=O)[C@H](Cc1c[nH]c2ccccc12)NC(C)=O.CC1=N[C@H](C(=O)O)[C@@H](O)CN1. The value obtained for the HOMO-LUMO gap is 8.693 eV.

ORCA input file:
```
! RIJCOSX wB97M-V def2-TZVPD def2/J DEFGRID3
* xyz 0 1
C -2.91 -0.16 5.30
N -2.75 1.30 5.27
C -2.21 2.12 4.36
O -2.29 3.32 4.59
C -1.55 1.68 3.03
C -2.04 0.37 2.39
C -1.73 0.10 0.95
C -1.20 0.95 0.03
N -1.08 0.30 -1.18
C -1.56 -0.99 -1.12
C -1.67 -2.03 -2.06
C -2.19 -3.27 -1.65
C -2.59 -3.46 -0.31
C -2.48 -2.41 0.62
C -1.97 -1.15 0.24
N -0.08 1.82 2.96
C 0.89 1.29 3.71
C 0.59 0.31 4.82
O 2.05 1.60 3.49
H -3.31 -0.45 6.27
H -3.62 -0.48 4.53
H -1.96 -0.66 5.16
H -3.13 1.80 6.06
H -1.92 2.44 2.34
H -1.64 -0.47 2.96
H -3.13 0.35 2.48
H -0.90 1.97 0.22
H -0.64 0.71 -2.00
H -1.35 -1.87 -3.08
H -2.28 -4.08 -2.36
H -2.99 -4.41 -0.01
H -2.79 -2.57 1.64
H 0.27 2.47 2.28
H -0.06 0.78 5.55
H 0.15 -0.59 4.40
H 1.53 0.05 5.31
C 0.59 2.23 -4.74
C 1.35 1.10 -4.14
N 2.45 1.37 -3.49
C 3.33 0.29 -2.94
C 4.83 0.63 -3.12
O 5.20 1.40 -3.98
O 5.70 -0.02 -2.30
C 3.08 -1.08 -3.58
O 3.69 -2.12 -2.79
C 1.58 -1.33 -3.66
N 0.89 -0.19 -4.29
H -0.47 2.16 -4.47
H 0.67 2.19 -5.83
H 0.98 3.19 -4.39
H 3.13 0.22 -1.87
H 6.57 0.35 -2.52
H 3.50 -1.10 -4.59
H 4.60 -1.87 -2.55
H 1.39 -2.25 -4.24
H 1.18 -1.49 -2.65
H 0.26 -0.37 -5.07
*
```

Need the Mulliken charges? In units of e they are:
1 C -0.69
2 N -0.09
3 C -0.17
4 O -0.68
5 C -0.13
6 C 0.38
7 C 0.42
8 C -1.21
9 N 0.09
10 C -0.60
11 C -0.55
12 C -0.57
13 C -0.80
14 C -0.19
15 C 0.43
16 N 0.00
17 C 0.70
18 C -0.95
19 O -0.68
20 H 0.34
21 H 0.25
22 H 0.18
23 H 0.26
24 H 0.46
25 H 0.21
26 H 0.43
27 H 0.37
28 H 0.02
29 H 0.44
30 H 0.40
31 H 0.39
32 H 0.46
33 H 0.23
34 H 0.30
35 H 0.22
36 H 0.34
37 C -1.26
38 C 0.57
39 N -0.66
40 C 0.27
41 C 0.21
42 O -0.56
43 O -0.46
44 C -0.05
45 O -0.57
46 C -0.82
47 N -0.04
48 H 0.33
49 H 0.36
50 H 0.32
51 H 0.40
52 H 0.35
53 H 0.25
54 H 0.38
55 H 0.37
56 H 0.34
57 H 0.27

---

2.
This record from OMol25 describes the molecule C20H27NO3. The level of theory is ωB97M-V/def2-TZVPD.

The relative energy (zero: lowest compared OMol25 entry of this formula, charge and spin) is 68.85 kJ/mol. The calculated total energy comes out at -28810.046 eV. The structure (SMILES) is C[C@@H](O)CNCCCCOc1ccc(OCc2ccccc2)cc1. The value obtained for the HOMO-LUMO gap is 8.695 eV.

ORCA input file:
```
! RIJCOSX wB97M-V def2-TZVPD def2/J DEFGRID3
* xyz 0 1
C 5.41 5.85 2.60
C 3.90 5.65 2.50
O 3.19 6.84 2.82
C 3.50 5.16 1.09
N 2.07 4.96 0.93
C 1.57 3.69 1.42
C 1.77 2.59 0.37
C 1.28 1.22 0.83
C -0.24 1.17 1.01
O -0.72 -0.15 1.21
C -0.80 -1.01 0.15
C -1.21 -2.30 0.46
C -1.35 -3.26 -0.53
C -1.09 -2.94 -1.85
O -1.19 -3.80 -2.91
C -1.56 -5.14 -2.66
C -2.99 -5.30 -2.18
C -3.95 -4.36 -2.50
C -5.26 -4.52 -2.07
C -5.61 -5.63 -1.32
C -4.65 -6.58 -1.01
C -3.35 -6.42 -1.43
C -0.69 -1.65 -2.16
C -0.54 -0.69 -1.18
H 5.92 4.91 2.46
H 5.75 6.55 1.85
H 5.66 6.25 3.59
H 3.57 4.93 3.25
H 3.48 7.53 2.21
H 3.81 5.92 0.36
H 4.03 4.24 0.86
H 1.60 5.73 1.40
H 2.04 3.38 2.37
H 0.50 3.81 1.60
H 1.26 2.89 -0.54
H 2.84 2.52 0.14
H 1.75 0.95 1.78
H 1.57 0.47 0.09
H -0.75 1.63 0.15
H -0.54 1.70 1.91
H -1.41 -2.54 1.49
H -1.68 -4.25 -0.24
H -1.45 -5.64 -3.63
H -0.87 -5.61 -1.95
H -3.67 -3.49 -3.09
H -6.00 -3.78 -2.32
H -6.63 -5.76 -0.99
H -4.92 -7.45 -0.43
H -2.60 -7.16 -1.18
H -0.49 -1.40 -3.20
H -0.23 0.30 -1.47
*
```

Need the Mulliken charges? In units of e they are:
1 C -1.47
2 C 0.49
3 O -0.57
4 C -0.82
5 N -0.30
6 C -0.36
7 C -0.50
8 C -0.50
9 C -0.71
10 O -0.43
11 C 0.63
12 C -1.04
13 C 0.03
14 C 0.53
15 O -0.42
16 C -0.83
17 C 0.41
18 C -0.14
19 C -0.61
20 C -0.40
21 C -0.51
22 C -0.39
23 C -1.09
24 C -0.11
25 H 0.38
26 H 0.35
27 H 0.36
28 H 0.25
29 H 0.36
30 H 0.39
31 H 0.19
32 H 0.30
33 H 0.11
34 H 0.39
35 H 0.18
36 H 0.32
37 H 0.30
38 H 0.42
39 H 0.34
40 H 0.31
41 H 0.41
42 H 0.32
43 H 0.33
44 H 0.40
45 H 0.40
46 H 0.38
47 H 0.38
48 H 0.37
49 H 0.37
50 H 0.41
51 H 0.36

---

3.
This record from OMol25 describes a structure of composition C20H28AuCl2N2O6. The level of theory is ωB97M-V/def2-TZVPD.

The calculated total energy comes out at -65188.948 eV. The value obtained for the HOMO-LUMO gap (alpha / beta) is 4.483 / 6.265 eV.

ORCA input file:
```
! RIJCOSX wB97M-V def2-TZVPD def2/J DEFGRID3
* xyz -1 3
Au -0.15 0.12 0.16
Cl -1.27 -2.23 -0.30
N 0.72 -0.71 1.94
N -1.56 0.98 -1.20
C 1.95 -1.15 1.83
C -1.15 1.11 -2.44
C 0.11 -1.25 3.20
C 1.00 -2.45 3.46
C -1.34 -1.63 3.05
C 0.25 -0.25 4.33
H -1.44 -2.27 2.17
H -1.97 -0.75 2.90
H -1.69 -2.15 3.95
H 1.31 -0.03 4.46
H -0.15 -0.66 5.26
H -0.29 0.67 4.09
C -3.06 1.12 -1.14
C -3.43 0.82 -2.59
C -3.44 2.54 -0.79
C -3.71 0.16 -0.18
H -3.32 -0.84 -0.37
H -4.80 0.19 -0.30
H -3.48 0.42 0.86
H -3.00 3.20 -1.54
H -3.06 2.80 0.20
H -4.53 2.65 -0.79
O -2.15 1.06 -3.34
H -4.20 1.45 -3.05
H -3.72 -0.22 -2.73
O 2.25 -2.15 2.67
H 0.56 -3.38 3.07
H 1.31 -2.65 4.49
C 2.99 -0.57 0.90
C 0.27 1.37 -2.86
C 1.40 0.46 -2.43
H 0.53 2.36 -2.46
H 0.24 1.48 -3.95
C 1.69 0.40 -1.02
C 2.74 -0.49 -0.59
H 1.31 1.28 -0.27
C 3.49 -1.21 -1.52
C 3.21 -1.11 -2.90
C 4.71 -1.99 -1.09
C 2.17 -0.28 -3.34
H 3.91 -1.54 -3.62
C 2.00 -0.06 -4.83
H 2.75 -0.65 -5.38
H 2.17 1.00 -5.06
H 0.99 -0.32 -5.19
H 5.41 -1.30 -0.59
H 5.21 -2.41 -1.97
H 4.48 -2.79 -0.38
H 3.92 -1.10 1.12
H 3.14 0.47 1.23
O -1.47 2.76 4.17
Cl -2.22 2.49 2.94
O -3.49 1.88 3.38
O -2.63 3.76 2.35
O -1.46 1.60 1.97
*
```

Need the Mulliken charges? In units of e they are:
1 Au 0.87
2 Cl -0.56
3 N -0.01
4 N -0.01
5 C 0.92
6 C 0.91
7 C 1.53
8 C -0.86
9 C -1.49
10 C -1.45
11 H 0.39
12 H 0.04
13 H 0.44
14 H 0.42
15 H 0.41
16 H 0.10
17 C 1.52
18 C -0.86
19 C -1.46
20 C -1.49
21 H 0.39
22 H 0.44
23 H 0.04
24 H 0.43
25 H 0.12
26 H 0.40
27 O -0.40
28 H 0.29
29 H 0.36
30 O -0.40
31 H 0.36
32 H 0.28
33 C -1.68
34 C -1.64
35 C 1.05
36 H 0.26
37 H 0.37
38 C -1.57
39 C 1.02
40 H 0.30
41 C 1.19
42 C -1.18
43 C -1.90
44 C 1.22
45 H 0.12
46 C -1.91
47 H 0.33
48 H 0.39
49 H 0.33
50 H 0.39
51 H 0.34
52 H 0.33
53 H 0.39
54 H 0.26
55 O -0.72
56 Cl 1.64
57 O -0.69
58 O -0.71
59 O -0.57

---

4.
This record from OMol25 describes a structure of composition C20H28AuN3O4S3. The level of theory is ωB97M-V/def2-TZVPD.

The relative energy (zero: lowest compared OMol25 entry of this formula, charge and spin) is 73.40 kJ/mol. The calculated total energy comes out at -70040.808 eV. The value obtained for the HOMO-LUMO gap (alpha / beta) is 6.234 / 6.458 eV.

ORCA input file:
```
! RIJCOSX wB97M-V def2-TZVPD def2/J DEFGRID3
* xyz 1 4
Au 0.30 -0.70 0.77
N 0.77 -0.04 2.92
C 0.36 1.31 3.11
C 1.10 2.32 2.50
C 0.63 3.60 2.51
C -0.62 3.86 3.10
C -1.31 2.87 3.82
C -0.81 1.58 3.81
S -1.38 5.41 2.84
O -0.95 6.01 1.61
O -0.51 5.82 4.05
O -2.77 5.36 3.14
H 0.34 -0.68 3.58
H 1.78 -0.14 2.99
H 2.01 2.07 1.97
H 1.15 4.40 2.01
H -2.23 3.12 4.31
H -1.35 0.79 4.30
C -0.37 -6.38 -1.81
C -0.22 -5.10 -2.60
N -0.78 -3.92 -1.93
C -2.23 -3.71 -2.04
C -3.01 -4.13 -0.80
C -0.03 -3.11 -1.16
C 1.43 -3.39 -1.04
N -0.54 -2.08 -0.53
H 0.12 -7.20 -2.34
H -1.42 -6.65 -1.68
H 0.08 -6.30 -0.82
H -0.74 -5.18 -3.56
H 0.82 -4.90 -2.84
H -2.55 -4.29 -2.90
H -2.41 -2.66 -2.29
H -2.93 -5.21 -0.63
H -4.07 -3.90 -0.94
H -2.67 -3.63 0.10
H 1.92 -3.24 -2.01
H 1.62 -4.41 -0.73
H 1.89 -2.71 -0.33
H -1.53 -1.94 -0.69
S 2.99 0.93 -0.73
C 2.06 -0.10 -0.02
C -2.43 3.46 -0.21
S -1.35 2.08 -0.54
O -1.28 1.33 0.78
C -2.41 1.13 -1.61
C -2.05 0.99 -2.94
C -2.87 0.25 -3.78
C -4.01 -0.35 -3.29
C -4.35 -0.23 -1.94
C -3.54 0.51 -1.09
H -3.38 3.10 0.19
H -2.58 4.02 -1.13
H -1.93 4.10 0.52
H -1.15 1.47 -3.31
H -2.61 0.15 -4.83
H -4.65 -0.92 -3.95
H -5.25 -0.70 -1.56
H -3.79 0.62 -0.04
*
```

Need the Mulliken charges? In units of e they are:
1 Au 0.96
2 N -0.66
3 C 0.91
4 C -0.55
5 C -0.75
6 C 0.43
7 C -0.62
8 C -0.61
9 S 1.26
10 O -0.58
11 O -0.39
12 O -0.61
13 H 0.28
14 H 0.33
15 H 0.27
16 H 0.46
17 H 0.50
18 H 0.35
19 C -1.01
20 C -0.82
21 N 0.17
22 C -0.88
23 C -0.98
24 C 1.69
25 C -1.49
26 N -0.65
27 H 0.40
28 H 0.30
29 H 0.26
30 H 0.38
31 H 0.45
32 H 0.44
33 H 0.35
34 H 0.33
35 H 0.40
36 H 0.25
37 H 0.34
38 H 0.30
39 H 0.32
40 H 0.01
41 S -0.21
42 C -0.45
43 C -0.83
44 S 0.51
45 O -0.46
46 C 0.43
47 C -0.42
48 C -0.56
49 C -0.57
50 C -0.61
51 C -0.43
52 H 0.32
53 H 0.48
54 H 0.09
55 H 0.46
56 H 0.42
57 H 0.44
58 H 0.44
59 H 0.38